A molecular structure, C42H32BrCl3CrN8O8SSe in a non-equilibrium geometry. Source: the OMol25 dataset; level of theory: the ωB97M-V functional and the def2-TZVPD basis.

Geometry as XYZ:
```
97
Properties=species:S:1:pos:R:3:forces:R:3:mulliken_spin:R:1
Cr -0.166644 -0.809965 1.438832 0.488 0.356 0.414 0.9875
C 4.062863 -0.080803 2.118056 -0.038 0.008 -0.002 -0.0019
C 2.672216 0.200398 1.611240 -0.044 -0.113 0.069 -0.0042
O 1.827863 -0.678879 1.801678 0.156 -0.102 -0.159 0.0012
C 2.367187 1.456790 0.961421 -0.017 0.087 -0.011 0.0070
C 3.356127 2.451548 0.812171 -0.038 -0.045 -0.002 0.0005
C 3.077504 3.660887 0.232255 -0.049 0.005 -0.026 0.0000
C 1.760806 3.920547 -0.190720 0.063 0.052 0.005 -0.0002
C 0.773883 2.984581 -0.056571 0.029 -0.141 0.080 -0.0013
C 1.045436 1.711382 0.510684 0.059 0.112 -0.075 0.0179
O 0.072796 0.864269 0.576916 -0.239 -0.460 -0.035 -0.0050
H 4.086033 -1.092536 2.513267 -0.004 0.002 0.002 0.0002
H 4.311624 0.623142 2.913437 0.000 0.016 0.013 0.0000
H 4.805106 0.030212 1.327585 0.010 0.000 -0.020 0.0000
H 4.357777 2.255999 1.170355 0.017 -0.008 0.006 -0.0001
H 3.845835 4.414903 0.132772 0.007 0.013 0.010 0.0000
H 1.515078 4.889318 -0.609755 -0.001 0.011 -0.017 0.0001
H -0.253593 3.192692 -0.317088 -0.046 -0.016 -0.042 -0.0012
N 1.071299 0.969504 4.245083 -0.058 0.181 -0.053 0.0008
C -0.003768 1.361821 3.524633 0.234 -0.060 0.028 -0.0047
O -0.712036 0.483191 2.940136 -0.145 -0.212 0.084 -0.0027
C -0.316614 2.737815 3.398990 -0.020 -0.068 0.045 0.0040
C 0.495079 3.709289 4.016602 0.050 0.030 -0.038 -0.0002
N 1.215113 4.452780 4.532129 0.032 0.046 0.079 -0.0003
C -1.418727 3.123630 2.608871 -0.010 0.004 -0.039 0.0000
N -2.320781 3.436549 1.958238 -0.074 0.022 -0.066 0.0000
H 1.519584 1.642762 4.844619 -0.013 0.009 -0.035 0.0001
H 1.129464 -0.030293 4.468721 -0.081 0.066 0.009 -0.0013
Br -0.883773 -5.989885 7.852164 -0.003 -0.001 0.001 0.0000
C -0.491491 -5.536966 6.046670 0.000 -0.015 0.033 -0.0002
C -0.450228 -6.543807 5.096355 -0.024 -0.013 0.025 0.0004
C -0.170215 -6.208226 3.780738 -0.025 0.001 -0.007 0.0000
C 0.050236 -4.886402 3.426465 -0.054 0.062 -0.018 0.0010
C 0.019741 -3.893482 4.395190 0.017 0.081 0.034 -0.0038
C -0.248190 -4.217432 5.719490 0.063 0.011 0.007 0.0003
C 0.299132 -2.453238 4.026599 0.091 0.107 0.004 0.0119
O 0.860264 -1.723994 4.842860 -0.004 -0.152 0.095 0.0083
O -0.085752 -2.142780 2.854204 -0.272 -0.238 -0.174 -0.0228
H -0.640964 -7.568692 5.381361 0.001 -0.016 0.003 0.0000
H -0.140594 -6.983532 3.027557 0.002 -0.026 -0.039 0.0000
H 0.245327 -4.605049 2.401221 -0.011 -0.016 -0.064 -0.0005
H -0.255332 -3.438527 6.468531 0.008 0.014 0.007 -0.0001
C 0.229572 -4.353747 -0.801579 -0.025 -0.009 0.054 -0.0004
C -0.479280 -3.161276 -0.208342 -0.095 -0.259 -0.409 0.0010
O -1.657127 -2.809463 -0.892037 0.163 0.407 -0.010 0.0010
O 0.308250 -2.244312 0.270033 0.104 0.344 0.137 -0.0051
H -0.480131 -5.139475 -1.050858 -0.007 0.022 0.015 0.0000
H 0.974540 -4.729489 -0.101646 -0.009 -0.005 0.026 -0.0003
H 0.741264 -4.024811 -1.705470 0.033 0.032 -0.030 0.0000
Cl -5.244348 4.964756 -4.038919 0.008 -0.002 0.001 0.0000
C -3.657460 4.277286 -4.219145 -0.030 0.005 -0.007 0.0000
C -2.874917 4.048613 -3.099771 0.005 0.001 -0.034 0.0001
C -1.615800 3.501627 -3.267906 0.007 0.007 -0.021 0.0001
C -1.121153 3.178029 -4.527916 0.001 0.028 -0.013 0.0001
C 0.229547 2.516940 -4.659279 -0.036 -0.011 -0.041 0.0000
C 0.080423 0.985754 -4.758821 0.088 -0.063 0.028 0.0000
N -0.729958 0.429960 -3.701876 0.001 0.058 0.045 0.0002
C -2.104386 0.350146 -3.662878 -0.024 -0.050 -0.080 0.0003
C -2.417765 -0.034445 -2.393899 0.008 -0.025 -0.030 0.0001
N -1.280619 -0.182041 -1.644019 -0.059 0.087 -0.168 -0.0012
C -0.297982 0.104808 -2.451150 -0.005 0.045 0.105 0.0037
O 1.004274 2.895920 -3.536935 -0.005 0.016 -0.050 0.0000
C 2.384662 3.089443 -3.795724 0.002 0.009 -0.021 -0.0001
C 3.157889 1.805225 -3.757210 0.060 0.033 -0.005 0.0000
C 3.816811 1.223324 -4.794652 -0.038 0.010 -0.043 0.0000
Cl 3.936703 1.817353 -6.407236 -0.009 0.002 0.005 0.0000
S 4.537811 -0.278307 -4.379551 -0.013 0.002 0.013 0.0000
C 3.959290 -0.139756 -2.768731 -0.019 0.035 -0.031 0.0001
C 3.256639 1.004535 -2.579554 0.028 -0.061 -0.023 0.0002
C -1.942236 3.415949 -5.620458 0.014 -0.014 -0.027 0.0000
Cl -1.403852 3.008704 -7.233081 0.001 0.003 0.008 0.0000
C -3.206530 3.966805 -5.489135 0.010 -0.011 0.047 0.0000
H -3.247289 4.279464 -2.112201 -0.012 0.003 0.025 0.0000
H -0.996484 3.299916 -2.406405 0.013 -0.005 0.031 0.0000
H 0.719378 2.857749 -5.579776 -0.024 -0.001 0.028 0.0000
H 1.074220 0.538029 -4.701792 -0.047 -0.015 -0.047 0.0000
H -0.355669 0.721429 -5.723546 -0.019 0.039 0.019 0.0000
H -2.709140 0.565839 -4.525888 -0.035 0.030 -0.044 0.0000
H -3.392184 -0.223337 -1.977956 -0.058 -0.020 0.013 0.0000
H 0.749600 0.084670 -2.201847 0.069 0.027 0.027 -0.0008
H 2.741216 3.749666 -3.003488 -0.010 -0.021 0.004 0.0001
H 2.520865 3.592512 -4.759144 0.034 0.004 0.049 0.0000
H 4.168275 -0.915947 -2.052578 0.011 -0.040 0.048 0.0000
H 2.810183 1.292605 -1.639338 -0.023 0.026 0.087 0.0002
H -3.822608 4.144916 -6.357240 -0.012 0.009 -0.021 0.0000
Se -2.871462 -5.877536 1.125484 -0.127 -0.261 0.871 -0.0020
N -3.741353 -4.690968 2.049471 -0.633 -0.656 -0.780 0.0007
C -3.456846 -3.364978 2.086338 0.731 0.172 0.400 -0.0049
C -4.277715 -2.559360 2.892537 0.008 0.057 -0.021 0.0021
C -4.106195 -1.197472 2.903227 -0.071 0.005 -0.013 -0.0018
C -3.058449 -0.651928 2.169494 -0.017 -0.118 -0.086 0.0192
N -2.239669 -1.397054 1.426774 -0.052 0.415 -0.154 0.0036
C -2.462143 -2.711622 1.322147 0.221 -0.231 -0.183 -0.0037
N -1.803914 -3.521066 0.383846 -0.201 0.321 0.094 -0.0011
H -5.052882 -3.047539 3.467062 -0.008 -0.027 0.018 0.0001
H -4.743060 -0.549151 3.487118 0.008 0.010 0.015 -0.0001
H -2.835508 0.403594 2.201499 0.042 0.046 0.047 -0.0021
```
Forces are in eV/Å.

**Expectation value of S²**: 0.776
**Charge**: -1
**Spin multiplicity**: 2
**Frontier orbital gap (spin up / spin down)**: 5.5846 / 5.5873 eV

=====

2 unconnected molecules or ions with the total composition C5H12NO2 in a non-equilibrium geometry. Source: the OMol25 dataset; level of theory: the ωB97M-V functional and the def2-TZVPD basis.

Geometry as XYZ:
```
20
Properties=species:S:1:pos:R:3:forces:R:3:nbo_charge:R:1
C 1.246817 -1.586953 0.316607 1.764 -0.197 2.072 0.0073
O 1.995203 -2.484086 0.978237 -0.083 -0.384 -0.214 -0.9563
C 0.904394 -0.348447 1.243351 -1.403 -0.608 -1.770 -0.4350
C -0.239212 0.374538 0.465401 0.804 -0.766 1.684 -0.4317
C -0.722509 1.714645 1.027976 0.035 -0.251 -0.264 -0.2565
C -2.024291 2.087474 -0.878344 -0.936 -0.086 1.368 -0.0790
N -1.222204 2.581905 -0.037653 0.374 0.528 -0.882 -0.3862
H 1.858252 -1.172718 -0.539199 -0.305 0.457 -0.241 0.0386
H 0.301786 -2.011720 -0.071236 -0.278 0.270 -0.186 0.0901
H 1.771815 0.246749 1.469549 0.462 0.376 -0.221 0.1810
H 0.579927 -0.807143 2.165130 -0.314 -0.006 0.397 0.1928
H -1.035875 -0.368818 0.494666 -0.304 0.217 -0.250 0.1966
H 0.096403 0.421436 -0.560264 -0.010 0.504 -0.421 0.1997
H 0.121073 2.228623 1.550609 -0.908 -0.278 -0.250 0.1925
H -1.576716 1.498901 1.697764 0.570 0.323 0.200 0.1869
H -2.443749 2.668089 -1.696238 0.313 0.165 -0.067 0.1581
H -2.534410 1.134766 -0.656083 0.372 -0.133 -0.517 0.1375
H 1.059940 -2.805448 -2.444273 -0.295 0.062 -0.244 0.4632
H 1.144784 -1.451993 -1.884732 -0.514 -0.007 -0.487 0.4753
O 0.718563 -1.919800 -2.641265 0.656 -0.185 0.291 -0.9749
```
Forces are in eV/Å.

**Charge**: -1
**Spin multiplicity**: 1
**Frontier orbital gap**: 6.0778 eV

=====

A single C6H12N2O2S molecule in a non-equilibrium geometry. Source: the OMol25 dataset; level of theory: the ωB97M-V functional and the def2-TZVPD basis.

Geometry as XYZ:
```
23
Properties=species:S:1:pos:R:3:forces:R:3:nbo_charge:R:1
C -1.827481 -0.246238 0.953420 0.416 2.066 1.555 0.4832
C -1.125466 -0.692888 -1.450911 2.704 -1.176 1.693 -0.3095
C -0.481065 0.584951 -0.963784 0.855 -0.260 -2.432 0.4239
C -1.383976 0.524446 1.977201 -2.535 -2.343 -0.197 -0.5887
C -0.520360 1.787990 -1.901533 0.701 -1.449 0.029 -0.6167
C 3.036320 -0.088120 1.052093 -0.275 -1.404 -0.955 -0.7476
N 1.362651 -2.134438 0.303049 -0.695 0.729 0.790 -1.0880
N -1.659553 0.123315 -0.392701 -0.906 -0.534 1.726 -0.4629
O -2.617062 -1.311571 1.173975 -0.692 -0.123 -1.286 -0.6507
O 0.797846 0.516629 -0.361689 -0.138 -0.133 0.357 -0.7303
S 1.163527 -0.691475 0.852432 2.985 -0.540 -1.072 1.2823
H -1.680956 -0.768893 -2.311074 -1.259 0.158 -1.937 0.1916
H -0.481547 -1.575394 -1.240018 -0.822 0.502 0.207 0.2255
H 3.285104 0.922177 0.732498 -0.566 0.029 -0.151 0.2342
H -1.736047 0.539870 2.985845 -0.727 -1.227 0.395 0.2135
H -0.683478 1.240012 1.981812 2.533 2.581 -1.386 0.1955
H 0.367063 1.652054 -2.592137 -1.017 0.661 0.832 0.2242
H -0.454841 2.592551 -1.203247 0.262 1.297 -0.241 0.2194
H -1.457845 1.807655 -2.478335 0.389 0.013 0.345 0.2212
H 3.145714 -0.144135 2.131476 0.318 -0.220 0.028 0.2210
H 3.749914 -0.834887 0.481270 -1.732 1.306 1.241 0.2225
H 2.288064 -2.346568 -0.051331 -0.008 0.270 -0.369 0.3558
H -3.086527 -1.457042 0.321687 0.209 -0.205 0.829 0.4804
```
Forces are in eV/Å.

**Charge**: 0
**Spin multiplicity**: 1
**Frontier orbital gap**: 8.6163 eV